(1)
{"formula": "C16H24N8", "method": "ωB97M-V/def2-TZVPD", "e_homo_ha": -0.412, "fmax_ev_per_a": 5.08, "smiles": "CC#N.CC#N.CC#N.CC#N.CC#N.CC#N.CC#N.CC#N", "relative_energy_ev": 1.2233, "elements": ["C", "C", "N", "H", "H", "H", "C", "C", "N", "H", "H", "H", "C", "C", "N", "H", "H", "H", "C", "C", "N", "H", "H", "H", "C", "C", "N", "H", "H", "H", "C", "C", "N", "H", "H", "H", "C", "C", "N", "H", "H", "H", "C", "C", "N", "H", "H", "H"], "coordinates": [[-1.696, -3.340, -2.186], [-2.872, -3.151, -3.020], [-3.810, -3.055, -3.659], [-0.870, -3.748, -2.769], [-1.921, -4.002, -1.349], [-1.370, -2.365, -1.824], [-0.509, -0.130, 0.252], [0.360, -0.124, 1.444], [1.108, -0.008, 2.287], [-1.313, -0.861, 0.340], [0.114, -0.295, -0.627], [-1.002, 0.816, 0.028], [-0.150, 3.003, 2.499], [-0.076, 3.335, 1.066], [-0.048, 3.576, -0.076], [-0.909, 3.656, 2.931], [0.797, 3.129, 3.024], [-0.513, 1.983, 2.626], [4.105, -3.289, -0.228], [2.923, -2.562, -0.750], [1.955, -1.981, -1.129], [4.818, -3.291, -1.052], [3.826, -4.273, 0.148], [4.532, -2.693, 0.579], [3.472, 1.654, 0.127], [3.615, 2.961, 0.753], [3.713, 4.075, 1.164], [3.581, 0.884, 0.891], [4.139, 1.629, -0.735], [2.450, 1.611, -0.250], [-2.033, 2.458, -2.367], [-3.321, 3.246, -2.364], [-4.319, 3.850, -2.377], [-1.318, 3.098, -2.884], [-2.291, 1.597, -2.983], [-1.723, 2.245, -1.344], [3.589, -0.599, 4.281], [2.691, -1.761, 4.607], [2.030, -2.680, 4.812], [4.493, -0.481, 4.879], [2.995, 0.313, 4.224], [3.970, -0.893, 3.303], [-6.060, -0.670, -2.179], [-4.621, -0.491, -1.885], [-3.483, -0.272, -1.617], [-6.573, -0.027, -1.464], [-6.105, -1.740, -1.978], [-6.369, -0.338, -3.171]], "forces_ev_per_angstrom": [[0.28, 0.32, -0.05], [0.81, -0.44, 0.59], [-0.96, 0.18, -0.64], [-0.12, -0.10, -0.01], [0.01, 0.08, -0.06], [-0.05, -0.05, 0.16], [-0.08, -0.03, -0.04], [-1.56, 0.34, -2.33], [1.28, -0.01, 1.59], [0.26, -0.16, -0.10], [-0.01, -0.49, 0.11], [0.15, 0.19, 0.68], [-0.56, 0.24, -0.26], [0.31, 0.23, -1.74], [0.01, -0.53, 2.30], [0.13, 0.11, 0.14], [-0.02, 0.02, -0.26], [0.20, 0.07, -0.05], [-0.53, 0.96, -0.43], [-3.72, 1.91, -0.96], [3.97, -2.33, 1.43], [0.14, -0.50, 0.18], [0.12, 0.06, -0.26], [-0.02, -0.10, 0.05], [-0.53, 0.53, 0.12], [0.41, 4.83, 1.53], [-0.38, -4.58, -1.45], [0.29, -0.18, -0.38], [0.16, -0.47, 0.26], [-0.06, -0.15, -0.04], [-1.74, 1.20, -0.63], [-0.87, 0.62, 0.36], [1.86, -1.19, 0.00], [0.24, -0.22, 0.20], [0.52, -0.27, 0.35], [-0.07, -0.09, -0.40], [-0.57, -1.21, -0.46], [0.79, 0.73, 0.40], [0.18, 0.31, -0.09], [-0.48, -0.22, 0.54], [0.20, -0.14, -0.08], [-0.11, 0.52, -0.31], [1.42, 0.13, 0.72], [4.08, 1.86, 0.39], [-4.30, -1.11, -0.87], [-0.27, -0.45, 0.18], [-1.20, -0.01, -0.29], [0.40, -0.44, -0.06]], "nbo_charge": [-0.7253, 0.3134, -0.3614, 0.2563, 0.2534, 0.2646, -0.7418, 0.3343, -0.3987, 0.2643, 0.2795, 0.2625, -0.7253, 0.3165, -0.3741, 0.2561, 0.2672, 0.2605, -0.7170, 0.3194, -0.3795, 0.2586, 0.2657, 0.2553, -0.7269, 0.2899, -0.3406, 0.2556, 0.2572, 0.2635, -0.6990, 0.3018, -0.3705, 0.2532, 0.2584, 0.2536, -0.7088, 0.2990, -0.3483, 0.2496, 0.2679, 0.2397, -0.7205, 0.3532, -0.4265, 0.2588, 0.2670, 0.2681]}

***

(2)
{"formula": "C29H30BN3O6SiTa", "method": "ωB97M-V/def2-TZVPD", "e_homo_ha": -0.395, "charge": 1, "fmax_ev_per_a": 2.43, "relative_energy_ev": 0.3055, "elements": ["Ta", "O", "C", "C", "C", "C", "C", "C", "C", "O", "N", "N", "C", "C", "C", "C", "C", "C", "C", "O", "H", "H", "H", "H", "H", "H", "H", "H", "H", "H", "O", "C", "C", "C", "C", "C", "C", "N", "H", "H", "H", "H", "H", "H", "H", "O", "B", "O", "C", "C", "C", "C", "C", "C", "H", "H", "H", "H", "C", "Si", "C", "C", "H", "H", "H", "H", "H", "H", "H", "H", "H"], "coordinates": [[-0.078, 0.128, -0.470], [-1.090, -4.170, -0.995], [-1.953, -4.335, 0.032], [-2.473, -5.618, 0.203], [-3.360, -5.878, 1.224], [-3.753, -4.867, 2.103], [-3.238, -3.603, 1.943], [-2.329, -3.311, 0.913], [-1.796, -1.950, 0.805], [-1.001, -1.673, -0.215], [-2.080, -1.038, 1.672], [-1.475, 0.174, 1.280], [-1.999, 1.188, 1.883], [-1.644, 2.567, 1.669], [-2.189, 3.567, 2.482], [-1.870, 4.892, 2.259], [-1.011, 5.233, 1.215], [-0.470, 4.259, 0.390], [-0.800, 2.938, 0.632], [-0.288, 1.961, -0.161], [-0.830, -3.236, -1.022], [-2.161, -6.390, -0.487], [-3.756, -6.879, 1.341], [-4.456, -5.073, 2.898], [-3.529, -2.802, 2.608], [-2.784, 0.968, 2.601], [-2.859, 3.289, 3.286], [-2.287, 5.662, 2.893], [-0.762, 6.271, 1.040], [0.195, 4.505, -0.426], [1.079, -0.830, 1.405], [1.899, -1.993, 1.439], [2.116, -2.462, 0.037], [3.025, -3.481, -0.207], [3.144, -3.977, -1.488], [2.338, -3.446, -2.484], [1.476, -2.422, -2.159], [1.368, -1.915, -0.916], [0.785, -0.612, 2.297], [1.396, -2.782, 2.005], [2.853, -1.778, 1.925], [3.622, -3.875, 0.605], [3.846, -4.770, -1.707], [2.372, -3.815, -3.499], [0.850, -1.988, -2.923], [-1.599, -0.418, -3.425], [-0.508, 0.052, -2.714], [0.581, 0.265, -3.565], [0.133, -0.092, -4.829], [0.828, -0.081, -6.017], [0.120, -0.501, -7.141], [-1.211, -0.910, -7.053], [-1.894, -0.918, -5.840], [-1.180, -0.499, -4.741], [1.861, 0.232, -6.070], [0.612, -0.507, -8.103], [-1.725, -1.230, -7.949], [-2.924, -1.239, -5.759], [2.517, 2.295, -1.939], [2.444, 1.094, -0.507], [3.913, -0.052, -0.696], [2.686, 2.015, 1.108], [3.390, 2.942, -1.806], [1.633, 2.929, -2.021], [2.624, 1.762, -2.884], [4.793, 0.569, -0.886], [3.809, -0.744, -1.535], [4.117, -0.633, 0.205], [3.640, 2.548, 1.075], [2.720, 1.332, 1.960], [1.906, 2.755, 1.301]], "forces_ev_per_angstrom": [[1.40, -1.37, 1.45], [0.03, -0.07, 0.02], [0.07, -0.12, -0.10], [-0.02, 0.03, 0.03], [-0.01, -0.02, 0.02], [0.01, -0.01, -0.03], [-0.01, 0.01, 0.01], [-0.02, 0.09, 0.16], [-0.03, -0.09, -0.24], [-0.57, -0.17, -0.10], [0.30, 0.24, 0.02], [-0.63, -0.09, 0.00], [0.10, 0.17, 0.08], [-0.16, -0.10, 0.17], [0.00, 0.09, 0.01], [-0.01, -0.05, 0.01], [0.04, -0.02, -0.05], [-0.10, 0.17, 0.10], [0.41, -0.26, -0.53], [-0.42, 0.73, -0.08], [-0.05, 0.05, 0.00], [-0.01, 0.01, 0.00], [0.00, 0.01, 0.00], [0.01, 0.00, -0.01], [0.01, 0.00, 0.00], [0.03, 0.00, 0.04], [0.01, 0.00, 0.00], [0.00, 0.00, -0.01], [-0.01, 0.00, 0.01], [-0.01, 0.00, 0.00], [-0.09, 0.25, 0.18], [0.04, -0.09, 0.06], [-0.08, -0.17, 0.05], [-0.08, -0.01, 0.05], [0.03, -0.04, -0.07], [0.01, -0.04, 0.04], [0.08, 0.04, 0.10], [0.13, 0.45, -0.79], [-0.11, 0.02, -0.03], [-0.03, 0.01, 0.00], [0.00, 0.08, -0.01], [-0.02, 0.00, 0.00], [-0.01, 0.00, 0.00], [0.00, 0.01, 0.00], [0.00, 0.01, 0.00], [0.11, 0.07, 0.05], [-0.04, -0.03, -0.59], [-0.25, 0.03, -0.10], [0.24, 0.11, 0.11], [-0.04, -0.05, -0.08], [0.00, 0.01, 0.03], [0.00, 0.00, 0.02], [0.05, -0.02, -0.07], [-0.25, -0.05, 0.07], [-0.02, 0.03, 0.00], [0.00, -0.01, 0.01], [0.01, 0.01, 0.00], [0.01, 0.01, 0.00], [-0.02, 0.12, -0.11], [-0.21, -0.01, 0.00], [0.09, -0.13, 0.00], [0.00, 0.10, 0.12], [-0.01, 0.00, -0.04], [0.02, 0.00, 0.02], [0.02, 0.02, 0.00], [-0.01, -0.02, 0.01], [0.03, 0.03, -0.01], [0.03, 0.01, -0.02], [-0.02, -0.01, 0.03], [0.03, 0.02, 0.00], [0.02, 0.00, -0.01]], "nbo_charge": [1.8766, -0.6705, 0.3522, -0.2742, -0.1442, -0.2537, -0.1408, -0.1898, 0.5722, -0.8173, -0.3931, -0.4092, 0.1852, -0.2118, -0.1253, -0.2219, -0.1407, -0.2673, 0.4023, -0.7493, 0.5042, 0.2335, 0.2243, 0.2259, 0.2322, 0.2255, 0.2271, 0.2357, 0.2337, 0.2418, -0.7189, -0.0975, 0.2250, -0.2336, -0.1198, -0.2345, 0.0610, -0.4889, 0.5204, 0.2167, 0.2098, 0.2360, 0.2388, 0.2446, 0.2200, -0.6252, 0.5330, -0.6613, 0.2633, -0.2608, -0.2029, -0.2037, -0.2207, 0.1963, 0.2341, 0.2271, 0.2276, 0.2376, -1.1196, 1.2231, -1.1234, -1.1196, 0.2425, 0.2370, 0.2526, 0.2518, 0.2366, 0.2234, 0.2475, 0.2263, 0.2353]}

***

(3)
{"formula": "C4H6CrO2", "method": "ωB97M-V/def2-TZVPD", "s2": 8.75, "e_homo_ha": [-0.481, -0.483], "charge": 1, "fmax_ev_per_a": 3.92, "spin_multiplicity": 6, "relative_energy_ev": 0.7085, "elements": ["C", "C", "H", "O", "C", "H", "H", "H", "H", "C", "O", "Cr", "H"], "coordinates": [[0.821, -0.005, -0.719], [0.477, -1.171, -0.462], [-0.064, -2.099, -0.554], [2.648, 1.298, -1.610], [1.944, 0.905, -0.463], [1.598, 1.765, 0.130], [2.059, 1.742, -2.227], [2.603, 0.199, 0.184], [-2.569, -1.383, -0.215], [-2.286, -0.657, 0.565], [-2.494, -0.916, 1.739], [-3.016, 0.018, 3.400], [-1.719, 0.306, 0.232]], "forces_ev_per_angstrom": [[-0.08, -3.67, 1.37], [-0.94, 2.03, -1.53], [0.40, 0.17, 0.21], [0.18, -0.16, 0.13], [0.86, -0.23, 0.94], [0.29, -0.15, -0.02], [-0.03, 0.05, 0.04], [-0.62, 1.85, -1.14], [0.06, 0.18, 0.17], [1.27, 1.26, -0.78], [-0.15, -0.03, -0.55], [-0.07, 0.21, 0.62], [-1.17, -1.51, 0.55]], "nbo_charge": [-0.0425, -0.2367, 0.2381, -0.6823, -0.1400, 0.1852, 0.4753, 0.2274, 0.1711, 0.3520, -0.6824, 0.9503, 0.1844]}

***

(4)
{"formula": "C5H8O2", "method": "ωB97M-V/def2-TZVPD", "e_homo_ha": -0.356, "fmax_ev_per_a": 1.04, "smiles": "C[C@@]1(O)C[C@H]2O[C@H]21", "relative_energy_ev": 2.6585, "elements": ["C", "C", "O", "C", "C", "O", "C", "H", "H", "H", "H", "H", "H", "H", "H"], "coordinates": [[1.503, 0.654, -0.379], [0.314, 0.071, 0.358], [0.663, -0.367, 1.665], [-1.086, 0.734, 0.462], [-1.650, -0.466, -0.324], [-0.985, -0.408, -1.578], [-0.283, -1.028, -0.496], [1.175, 1.201, -1.268], [2.107, 1.303, 0.255], [2.087, -0.204, -0.705], [1.097, -1.225, 1.610], [-1.413, 0.793, 1.502], [-1.187, 1.701, -0.038], [-2.660, -0.874, -0.291], [0.319, -1.885, -0.773]], "forces_ev_per_angstrom": [[-0.30, 0.54, 0.23], [0.43, 0.20, -0.21], [-0.06, -0.24, -0.08], [-0.03, 0.04, 0.00], [-0.11, 0.01, 0.14], [0.19, 0.23, -0.14], [-0.32, 0.24, 0.03], [0.08, -0.08, 0.10], [0.01, 0.01, -0.04], [0.39, 0.07, -0.06], [0.12, 0.02, -0.01], [0.10, -0.01, -0.15], [-0.17, -0.21, -0.01], [0.39, -0.12, -0.05], [-0.72, -0.71, 0.25]], "nbo_charge": [-0.6330, 0.2223, -0.7124, -0.4350, 0.0736, -0.4946, 0.0059, 0.2271, 0.2210, 0.2000, 0.4670, 0.2306, 0.2174, 0.2067, 0.2035]}

***

What DFT total energy values result from the calculations? In sequence: -1062.01539 -2110.12617 -1350.51257 -345.70726 a.u..
What molar mass values result from the calculations? In sequence: 328.4 736.4 138.1 100.1 g/mol.